{
  "formula": "C40H105N10O40P5",
  "method": "ωB97M-V/def2-TZVPD",
  "orbital_gap_ev": 9.82,
  "relative_energy_kcal_mol": 0.0,
  "spin_multiplicity": 1,
  "lumo_ev": -0.6,
  "species": ["P", "P", "P", "P", "P", "O", "O", "O", "O", "O", "O", "O", "O", "O", "O", "O", "O", "O", "O", "O", "O", "O", "O", "O", "O", "O", "O", "O", "O", "O", "O", "O", "O", "O", "O", "O", "O", "O", "O", "O", "O", "O", "O", "O", "O", "N", "N", "N", "N", "N", "N", "N", "N", "N", "N", "C", "C", "C", "C", "C", "C", "C", "C", "C", "C", "C", "C", "C", "C", "C", "C", "C", "C", "C", "C", "C", "C", "C", "C", "C", "C", "C", "C", "C", "C", "C", "C", "C", "C", "C", "C", "C", "C", "C", "C", "H", "H", "H", "H", "H", "H", "H", "H", "H", "H", "H", "H", "H", "H", "H", "H", "H", "H", "H", "H", "H", "H", "H", "H", "H", "H", "H", "H", "H", "H", "H", "H", "H", "H", "H", "H", "H", "H", "H", "H", "H", "H", "H", "H", "H", "H", "H", "H", "H", "H", "H", "H", "H", "H", "H", "H", "H", "H", "H", "H", "H", "H", "H", "H", "H", "H", "H", "H", "H", "H", "H", "H", "H", "H", "H", "H", "H", "H", "H", "H", "H", "H", "H", "H", "H", "H", "H", "H", "H", "H", "H", "H", "H", "H", "H", "H", "H", "H", "H", "H", "H", "H", "H", "H", "H"],
  "xyz": [[15.96838, -0.51773, 15.06613], [27.88081, -6.23715, 15.62795], [17.80650, -7.94978, 24.42375], [20.01056, -5.05768, 16.32735], [18.09963, -10.86397, 11.37918], [15.35496, -5.41070, 8.94487], [18.87052, -4.45607, 9.71479], [14.26685, -6.16299, 10.71899], [19.92276, -2.93060, 23.20955], [26.32293, -6.46140, 16.08459], [17.13847, -9.41725, 24.32644], [21.40168, -5.59564, 16.31584], [17.99476, -0.29862, 19.34304], [15.66654, -11.32879, 22.09108], [16.77970, -2.03099, 18.97914], [21.92896, 0.73347, 16.82047], [18.24923, -3.26524, 7.99372], [24.41155, -7.82483, 18.99423], [19.84854, -3.43318, 16.47688], [17.49477, -12.29202, 11.89435], [16.94189, -6.90225, 24.97225], [27.75455, -5.87222, 14.06522], [19.08198, -5.41482, 15.05155], [21.39577, -1.27935, 23.03143], [21.08823, -8.58742, 12.76282], [23.19423, -0.71457, 20.88695], [18.27003, -7.65495, 22.90652], [15.44282, -0.02529, 13.60167], [19.10903, -5.61580, 17.55499], [17.70945, -10.37819, 10.04602], [17.84021, -9.71868, 12.54122], [15.09890, 0.39760, 16.13032], [17.40814, -0.36339, 15.43101], [24.49647, -1.90263, 19.69715], [19.27159, -8.21409, 25.08014], [15.36474, -2.04147, 15.19459], [28.31299, -4.82258, 16.28709], [19.90609, -1.56345, 12.27636], [22.85335, -8.12070, 20.53792], [28.81282, -7.31801, 15.88702], [21.80292, -0.70818, 12.06382], [23.17142, -8.09003, 12.45423], [20.98992, 0.50187, 18.82008], [17.64022, -10.82181, 21.41613], [19.66529, -11.04574, 11.46878], [23.28376, -8.15587, 19.35190], [16.92697, -0.86984, 19.35786], [23.90742, -0.87574, 19.93083], [15.11514, -6.22061, 9.82394], [16.48805, -10.55454, 21.65899], [22.29455, -8.53897, 13.18517], [21.00019, 0.86816, 17.63423], [18.22885, -3.55306, 9.18863], [20.94530, -1.19990, 12.80737], [20.61943, -2.13093, 22.58403], [19.24994, -6.53965, 21.18088], [22.39282, -8.35293, 18.23741], [20.15869, -2.81618, 17.72472], [18.68359, -5.94650, 12.68429], [19.79432, 1.49398, 17.06431], [15.71295, 1.19820, 12.93930], [20.48656, -11.54792, 10.41922], [24.19117, 0.29358, 19.04003], [17.37435, -2.73978, 10.09755], [16.29125, -3.11180, 15.55230], [20.07631, -9.28769, 24.56454], [16.12303, -12.48807, 11.95238], [18.65211, -6.34089, 22.55847], [18.28053, -9.93574, 13.87231], [15.63104, -4.36302, 15.00211], [21.12966, -1.44101, 14.29638], [16.07256, -7.35322, 9.91405], [25.32574, -4.24402, 16.02279], [19.60637, -5.41564, 13.74558], [29.72348, -4.48188, 16.03876], [22.60074, -8.91178, 14.60525], [25.16131, -5.77357, 15.53698], [15.99192, -13.84487, 12.70445], [15.85513, -0.13774, 20.02199], [18.83538, -6.97292, 17.51168], [15.37926, -10.13218, 25.77112], [21.51388, -8.82098, 24.43514], [17.35249, -7.11358, 17.93726], [28.46434, -6.57071, 13.04704], [27.42354, -7.45952, 12.43749], [16.00812, -9.16235, 21.31500], [20.39684, -2.09446, 21.11071], [13.70141, 0.24206, 16.10164], [17.04154, -10.04283, 14.75403], [21.63723, -2.56366, 17.78231], [29.84120, -2.97260, 16.30302], [21.11765, -10.31656, 9.73237], [16.88397, -10.11950, 25.51309], [13.11587, 1.34985, 15.14574], [16.95349, 0.78066, 12.01733], [13.47809, 0.49313, 17.13856], [23.02945, -8.90773, 17.54821], [16.74082, -0.09150, 11.39909], [16.47327, -9.12470, 14.60502], [21.86157, -1.93876, 18.64675], [16.52763, -2.60182, 9.42514], [17.21858, -11.15373, 25.43233], [20.32373, -6.70090, 21.08567], [17.14219, 1.71223, 11.48377], [19.94241, -10.18308, 25.17154], [22.72691, -7.97095, 15.14097], [17.08483, -3.35561, 10.94904], [17.20833, -7.05473, 19.01608], [22.01491, -9.36219, 23.63254], [21.23904, -12.20347, 10.85754], [27.26219, -8.28389, 13.13212], [18.95467, -7.38268, 16.50871], [26.41894, -7.03933, 12.38945], [19.84093, -9.60990, 23.55020], [27.86024, -7.85690, 11.52125], [18.73913, -7.33936, 20.64454], [17.80636, -5.65929, 22.46783], [21.61371, -9.72663, 10.50309], [17.05766, -7.02241, 10.24306], [16.67142, -13.88089, 13.55598], [21.61300, -7.73612, 24.39843], [25.13985, 0.79557, 19.23001], [13.08287, 1.10513, 14.08408], [20.99314, -2.83112, 20.57233], [17.83082, 0.59726, 12.63763], [30.19964, -4.73755, 15.09217], [16.75443, -8.37331, 21.22259], [24.24282, -6.28350, 15.82755], [16.23441, 0.41755, 20.87984], [15.17828, -10.72282, 26.66490], [16.22624, -14.69979, 12.07017], [25.63448, -4.12754, 17.06164], [20.06095, 1.90431, 16.09032], [17.29525, -2.93469, 15.16668], [20.20265, -1.15299, 14.79216], [13.71132, 2.26204, 15.18370], [16.15403, -7.90165, 8.97560], [16.90601, -8.08724, 17.73546], [19.57682, -7.51262, 18.10082], [20.38246, -9.69261, 9.22414], [19.66674, -3.17051, 18.63055], [29.45007, -6.97665, 13.27429], [17.22832, -10.15339, 15.82220], [22.23974, -3.46356, 17.90585], [19.85249, -12.13312, 9.75321], [19.79473, -1.78954, 17.68419], [15.27879, -9.22245, 20.50718], [28.75912, -5.85920, 12.27570], [20.48666, -6.05748, 13.71073], [21.94107, -2.09963, 16.84398], [14.95463, -9.13881, 25.91608], [19.00025, -10.75210, 13.93286], [18.96391, 0.79021, 17.00762], [22.09349, -7.35653, 17.91232], [14.95528, -13.90541, 13.03584], [21.55064, -8.89964, 18.66161], [19.58566, 2.39460, 17.64176], [21.60527, -2.40322, 14.48628], [19.36001, -5.91460, 23.26929], [15.83320, -8.03785, 10.72773], [16.32503, -5.19882, 14.91315], [14.91894, 1.46332, 12.24120], [21.96688, -10.52031, 9.08016], [16.32972, -3.23444, 16.63469], [15.61353, -11.81806, 12.64490], [12.09435, 1.60673, 15.42612], [19.08122, -5.63427, 20.59785], [29.50907, -2.61419, 17.27736], [15.88440, 1.97731, 13.68205], [25.18228, -5.80859, 14.44774], [15.16136, -0.91649, 20.33876], [15.64850, -12.54958, 10.97303], [21.85116, -0.63613, 14.43670], [21.75297, -9.53295, 14.89427], [23.44687, -9.59876, 14.62091], [15.30751, 0.55619, 19.38430], [15.50864, -8.96121, 22.26272], [17.29983, -9.60709, 26.38062], [24.27004, -0.08078, 18.01938], [20.76241, -1.13757, 20.73813], [13.27587, -0.72797, 15.84461], [16.63141, -6.46133, 17.44461], [24.46579, -3.59144, 15.87197], [16.50129, -10.91914, 14.39585], [19.33130, -2.11913, 20.88244], [18.36426, -6.93194, 13.02346], [30.86565, -2.60056, 16.31677], [18.91653, -9.10218, 14.17029], [23.33631, 0.95216, 19.19365], [29.29115, -2.33877, 15.60746], [21.93223, -9.01049, 25.42366], [26.16072, -3.84496, 15.44690], [14.77812, -4.71390, 15.58307], [14.80673, -10.60008, 24.97026], [17.83102, -5.29272, 12.50044], [19.91636, -4.41064, 13.45928], [17.82569, -1.78110, 10.35311], [19.11960, -6.18306, 11.71370], [30.28231, -5.04713, 16.78461], [15.42658, -4.11928, 13.95957]],
  "atomic_forces_ev_per_a": [[-0.1, 0.4, 0.7], [-1.8, 1.3, -0.5], [1.2, -0.4, -0.8], [-0.3, 0.7, 0.4], [0.7, 1.2, 0.1], [-0.9, -0.1, 0.6], [-0.4, 0.4, -0.6], [0.6, 0.5, -1.5], [1.1, 0.8, -0.2], [1.4, -0.2, -0.5], [1.1, 1.4, -1.4], [-1.4, 0.5, -0.3], [0.5, 0.3, -0.4], [-0.2, 0.1, 0.2], [-0.5, 1.2, 0.2], [-0.8, -0.2, 1.7], [-0.1, -0.3, 1.5], [-0.7, -0.7, 1.1], [-0.6, -2.6, -0.2], [2.2, 2.5, -0.8], [0.6, -0.4, 0.4], [0.7, 0.6, 1.3], [0.0, 0.4, 1.8], [-1.3, -1.8, 0.0], [2.9, -0.3, 2.0], [-0.7, 0.4, 0.2], [-1.4, -1.4, 1.4], [-0.8, -2.1, 2.4], [1.3, 2.4, -1.4], [-0.8, -0.4, 0.7], [0.0, -1.6, -1.8], [2.0, -2.2, -1.7], [-1.4, -0.2, -0.9], [0.2, -0.7, -0.5], [-1.6, 0.2, 0.2], [1.1, 2.5, -0.3], [0.3, -1.0, -1.2], [-0.7, -0.3, 1.3], [0.9, -0.5, -2.8], [0.1, -0.7, 0.4], [0.2, -0.2, 2.4], [-0.3, -0.8, 1.5], [0.3, 0.6, -2.1], [0.5, -0.1, 0.1], [-0.6, -0.4, 1.5], [1.3, 2.3, 2.6], [1.2, -0.9, -0.1], [1.5, 0.5, 0.2], [0.8, -0.4, 1.2], [0.4, 0.6, -1.3], [-2.2, 1.3, -2.9], [0.6, -0.7, -0.1], [1.2, -0.2, -0.2], [-0.4, -0.7, -3.2], [-0.2, 0.9, 0.1], [0.3, 1.1, -1.0], [-0.8, -0.9, 0.4], [0.6, 2.1, 0.1], [-1.0, -0.8, 0.4], [-0.2, 1.2, -0.3], [2.4, -1.5, -1.3], [0.2, 0.7, -1.1], [-0.7, 0.2, -0.5], [-1.1, -0.3, -1.0], [-0.6, -1.0, 0.5], [0.3, -0.1, -1.3], [-1.2, -2.4, 1.6], [0.7, 0.2, -1.0], [0.5, 0.3, 1.0], [0.9, -0.1, -0.9], [1.1, 2.2, -1.2], [0.6, -1.3, 0.6], [-0.2, -1.1, -0.7], [1.8, 0.2, -1.9], [0.0, 1.2, 1.8], [-0.6, -0.9, -0.8], [1.1, 2.4, 0.6], [-0.5, 0.4, -0.7], [-1.8, -0.4, 0.7], [-1.7, -1.6, -0.1], [-0.4, -0.3, 0.0], [0.0, -0.1, 1.8], [-0.1, -1.2, 0.5], [-0.7, 1.0, -1.4], [0.7, -1.7, 0.5], [-0.9, -0.1, 1.6], [0.3, 1.0, -0.8], [-1.5, 2.4, -0.4], [0.5, -0.2, -0.4], [0.8, -0.9, 0.7], [0.2, 0.5, 0.2], [0.5, -0.3, 0.5], [-1.8, -0.1, 1.2], [-0.2, -0.4, 0.4], [-0.7, 2.2, 1.5], [-0.8, -0.1, -0.1], [-0.7, 0.1, -0.4], [-0.3, 0.4, 0.0], [-0.3, -0.2, 0.0], [0.0, 0.3, -0.3], [-0.3, 0.5, 0.5], [0.4, 0.2, -0.1], [0.0, -0.3, 0.6], [0.4, -0.4, -0.8], [0.1, 0.2, 0.4], [0.0, -0.3, 0.1], [0.3, 0.2, -0.1], [0.2, 0.6, 0.0], [0.2, 0.3, 0.2], [-0.1, 0.1, 0.1], [0.2, -0.4, -0.1], [-0.1, 0.1, -0.3], [0.4, 0.6, -0.7], [-1.0, 0.4, 0.0], [-0.7, -0.1, -0.3], [0.0, -0.1, 0.2], [-0.2, -0.2, 0.3], [-0.4, 0.2, 0.2], [0.0, 0.7, -0.6], [-0.1, 0.2, 0.0], [-0.3, 0.0, -0.8], [-0.1, -0.4, 0.7], [0.1, -0.6, 0.1], [-0.3, -0.4, 0.5], [-0.1, -0.2, 0.0], [-0.9, -0.2, -0.5], [0.4, -0.8, -0.4], [0.3, 0.1, 0.7], [0.3, -0.2, -0.3], [0.0, 0.0, 0.1], [-0.1, 0.1, -0.1], [-0.2, -0.6, 0.1], [0.0, -0.6, -0.1], [-0.2, 0.1, -0.1], [0.0, -0.7, -0.1], [0.1, 0.0, 0.4], [-0.1, 0.4, 0.0], [0.5, -0.5, -0.3], [-0.4, -0.1, 0.5], [0.0, -0.2, 0.1], [0.1, -1.0, -0.4], [-0.5, -0.7, 1.0], [0.3, -0.1, -0.1], [0.0, -0.2, -0.1], [0.2, 0.0, -0.2], [-0.8, -0.1, -0.5], [0.2, -0.1, 0.1], [-0.3, 0.7, 0.1], [0.2, 0.1, 0.2], [0.1, 0.2, 0.2], [0.3, 0.1, 0.0], [-0.4, -0.5, 0.0], [0.1, 0.0, 0.2], [0.1, -0.1, -0.3], [0.0, -0.4, 0.2], [-0.1, -0.1, -0.6], [-0.3, -0.4, 0.5], [-0.5, 0.0, -0.2], [0.0, -0.1, 0.1], [-0.8, 0.1, -0.3], [0.3, 0.0, 0.4], [-0.4, -0.2, 0.5], [-0.3, -0.5, -0.4], [0.2, 0.6, 0.1], [0.1, 0.8, -0.5], [0.0, 0.0, 0.1], [-0.1, 0.2, -0.2], [-0.4, -0.7, 0.2], [0.3, 0.2, -0.3], [0.2, 0.0, 0.0], [-0.1, 0.2, 0.1], [0.1, 0.3, 0.0], [0.2, -0.3, 0.9], [-0.2, 0.6, 0.4], [0.4, 0.6, -0.1], [0.5, -0.2, -0.4], [-0.5, 0.5, -0.3], [0.6, -0.2, 0.0], [-0.4, 0.0, 0.1], [0.0, 0.0, 0.3], [0.6, -0.2, 0.0], [0.6, 0.6, -0.1], [-0.2, -0.3, -0.2], [-0.4, 0.2, 0.2], [0.1, -0.5, 0.3], [-0.6, -0.1, 0.1], [0.3, -0.4, -0.5], [-0.2, 0.5, -0.2], [0.4, 0.0, -0.3], [0.0, -0.4, -0.4], [0.8, -0.3, -0.2], [-0.1, 0.1, -0.1], [-0.2, 0.4, -0.3], [0.2, -0.1, -0.2], [-0.1, -0.1, 0.1], [0.1, 0.2, 0.2], [0.3, -0.4, -0.1], [0.6, 0.6, 0.2], [0.1, 0.1, 0.1], [-0.8, -0.3, 0.0]],
  "mulliken_charge": [0.2359, 0.6575, 0.2574, -0.8397, 0.5382, -0.5465, -0.4936, -0.5513, -0.6201, -0.1318, 0.0797, -0.3174, -0.4489, -0.6029, -0.4946, -0.5215, -0.5628, -0.5265, 0.8259, -0.2348, -0.7901, -0.2833, 0.4692, -0.5429, -0.2477, -0.5476, 0.3537, -0.2502, 0.1973, -0.7680, 0.2342, -0.3190, -0.0312, -0.5844, -0.3537, -0.3512, -0.1351, -0.4781, -0.5221, -0.8252, -0.5744, -0.5237, -0.4759, -0.5892, -0.3106, 0.8072, 0.9757, 1.1093, 0.9735, 1.0754, 0.7338, 1.0169, 0.9490, 0.8071, 1.1442, -0.3483, -0.1856, 0.8152, -1.0902, -0.9063, -0.4947, -0.3594, -0.7194, -0.6696, 0.9783, 0.1051, -0.0736, -0.5742, 0.1993, -1.2616, -0.3368, -0.6056, -1.0523, -0.1334, -0.1427, -0.6672, 0.6879, -1.3683, -0.9098, 0.7398, -1.3102, -1.3188, -1.2058, -0.3070, -1.0807, -0.4630, -0.6232, -0.2141, -1.1035, -0.1976, -1.2913, -0.7260, -0.3344, -1.1735, -0.8535, 0.3782, 0.2436, 0.0951, 0.2326, -0.4837, 0.3987, 0.2791, 0.3297, 0.4542, 0.4072, -0.0557, 0.1382, 0.1441, 0.3220, 0.3437, 0.2632, -0.2086, 0.2086, 0.0679, 0.4285, -0.0312, 0.1664, -0.0261, 0.1277, 0.3295, 0.3171, 0.3246, 0.2371, 0.3583, 0.1668, 0.3083, -0.0678, -0.2324, 0.3127, 0.4068, 0.3684, 0.3432, 0.3665, -0.1382, 0.1174, 0.2996, 0.3759, 0.3107, -0.0728, 0.2197, -0.0693, 0.3920, 0.3676, 0.2845, 0.3166, -0.4679, 0.3262, 0.2993, 0.2627, 0.0465, 0.3172, 0.4376, 0.2291, -0.1230, 0.3907, 0.2944, 0.3045, 0.2056, 0.5107, 0.2278, 0.0688, 0.3342, 0.4293, -0.0193, 0.2034, 0.4260, 0.0543, 0.3233, 0.4180, 0.0361, 0.3847, 0.3494, 0.2642, 0.3389, 0.4593, 0.1937, 0.3067, 0.3915, 0.2419, 0.1674, 0.2507, 0.2266, 0.1786, 0.1467, 0.0959, 0.0206, 0.4088, -0.1354, 0.2296, 0.3044, 0.3733, 0.3598, 0.3153, 0.2933, 0.1173, 0.0604, 0.2718, 0.4464, 0.2775, 0.4902]
}